1.
{
  "formula": "C2H8N3S",
  "method": "ωB97M-V/def2-TZVPD",
  "de_lowest_kj_mol": 439.32,
  "lumo_energy_ev": [-3.319, -3.320],
  "charge": 1,
  "species": ["C", "C", "N", "N", "N", "S", "H", "H", "H", "H", "H", "H", "H", "H"],
  "xyz": [[-0.277, 0.711, 0.051], [-0.500, -0.530, -0.699], [2.530, 0.569, 0.919], [1.348, 0.137, 1.292], [-1.948, -0.910, -0.768], [-0.264, 0.891, -1.697], [-0.937, 1.284, 0.821], [0.236, -1.454, -0.834], [2.763, 1.597, 1.079], [3.007, -0.105, 0.320], [0.854, 0.573, 2.055], [-2.322, -0.100, -1.288], [-2.416, -0.935, 0.096], [-2.072, -1.728, -1.347]],
  "lowdin_charge": [-0.4744, -0.6410, -0.0221, -0.0274, 0.1662, 0.9296, 0.1180, 0.1739, 0.1563, 0.1169, 0.0675, 0.1267, 0.1450, 0.1649]
}

=====

2.
{
  "formula": "C9H19N3O2S",
  "method": "ωB97M-V/def2-TZVPD",
  "de_lowest_kj_mol": 194.06,
  "lumo_energy_ev": -6.482,
  "charge": 2,
  "species": ["C", "C", "C", "C", "C", "C", "C", "C", "C", "N", "N", "N", "O", "O", "S", "H", "H", "H", "H", "H", "H", "H", "H", "H", "H", "H", "H", "H", "H", "H", "H", "H", "H", "H"],
  "xyz": [[-1.948, -1.817, 0.025], [2.353, -0.175, -0.162], [-2.901, 0.346, 0.177], [-0.570, 0.141, 0.600], [-0.020, 0.231, 2.039], [-4.371, -1.557, 0.085], [4.644, -0.877, -0.212], [0.095, 0.967, -0.494], [1.542, 1.172, -0.232], [-3.004, -1.098, 0.001], [-0.755, -1.243, 0.143], [2.095, 1.995, -1.462], [1.819, -1.222, 0.007], [3.597, 0.023, -0.424], [-2.814, 1.487, -1.236], [-1.966, -2.874, -0.224], [-3.431, 0.582, 1.073], [0.977, -0.222, 2.038], [-0.713, -0.052, 2.781], [0.191, 1.300, 2.110], [-4.502, -2.662, 0.184], [-4.878, -1.060, 0.790], [-4.951, -1.442, -0.835], [4.324, -1.592, 0.599], [5.327, -0.284, 0.320], [5.068, -1.363, -1.041], [-0.002, 0.354, -1.356], [-0.605, 1.790, -0.713], [1.701, 1.819, 0.711], [-0.029, -1.872, 0.422], [2.054, 3.008, -1.363], [1.674, 1.779, -2.410], [3.045, 1.753, -1.278], [-3.045, 2.666, -0.663]],
  "lowdin_charge": [-0.0425, -0.4639, -0.3228, -0.2280, 0.0130, 0.0045, 0.0221, -0.1933, -0.1178, -0.1406, 0.0804, 0.2557, 0.1634, -0.0081, 0.8576, 0.1867, 0.0936, 0.0916, 0.0839, 0.0902, 0.1347, 0.0586, 0.1188, 0.1370, 0.0957, 0.1031, 0.1171, 0.0510, 0.1974, 0.1288, 0.1772, 0.2146, 0.1288, -0.0889]
}

=====

3.
{
  "formula": "C4H12F4Hf2O4",
  "method": "ωB97M-V/def2-TZVPD",
  "lumo_energy_ev": -19.760,
  "charge": 4,
  "species": ["Hf", "Hf", "F", "F", "F", "F", "C", "C", "O", "O", "H", "H", "H", "H", "H", "H", "C", "C", "O", "O", "H", "H", "H", "H", "H", "H"],
  "xyz": [[2.539, 0.271, -1.444], [-1.484, 2.628, -1.245], [0.497, 1.134, -1.125], [0.280, 3.595, -0.214], [-1.333, 1.544, -3.317], [2.383, 2.084, -2.772], [2.242, 0.565, 2.843], [1.229, 0.348, 1.707], [1.759, -0.532, 0.665], [2.443, -0.522, 3.697], [1.785, 1.354, 3.444], [3.135, 0.954, 2.330], [1.104, 1.358, 1.305], [0.236, 0.088, 2.075], [1.725, -1.437, 1.027], [2.913, -1.196, 3.188], [-1.692, -1.827, -1.275], [-2.153, -0.687, -0.362], [-2.403, 0.454, -1.194], [-2.934, -2.095, -1.983], [-1.396, -2.819, -0.926], [-0.994, -1.613, -2.096], [-1.406, -0.391, 0.377], [-3.098, -0.863, 0.154], [-2.744, 0.077, -2.038], [-2.632, -2.472, -2.821]],
  "lowdin_charge": [2.5354, 2.5067, -0.5105, -0.4410, -0.4035, -0.3693, -0.1868, -0.1651, -0.1837, 0.0974, 0.1677, 0.1492, 0.1061, 0.1500, 0.1614, 0.1212, -0.1736, -0.1376, -0.2027, -0.0177, 0.1498, 0.1189, 0.0988, 0.1653, 0.1355, 0.1280]
}

=====

4.
{
  "formula": "C38H67N6O5S",
  "method": "ωB97M-V/def2-TZVPD",
  "s_squared": 3.762,
  "lumo_energy_ev": [-0.758, -0.761],
  "multiplicity": 4,
  "species": ["C", "C", "C", "C", "C", "C", "C", "C", "O", "N", "O", "C", "C", "N", "S", "N", "C", "H", "H", "H", "H", "H", "H", "H", "H", "H", "H", "H", "H", "H", "C", "C", "C", "C", "C", "C", "N", "O", "C", "C", "C", "H", "H", "H", "H", "H", "H", "H", "H", "H", "H", "H", "H", "H", "H", "H", "H", "H", "H", "C", "C", "C", "C", "C", "C", "N", "O", "C", "C", "C", "H", "H", "H", "H", "H", "H", "H", "H", "H", "H", "H", "H", "H", "H", "H", "H", "H", "H", "C", "C", "C", "C", "C", "C", "N", "O", "C", "C", "C", "H", "H", "H", "H", "H", "H", "H", "H", "H", "H", "H", "H", "H", "H", "H", "H", "H", "H"],
  "xyz": [[-1.873, -1.554, 3.414], [-3.275, -1.710, 2.701], [-3.718, -3.194, 2.577], [-5.210, -3.269, 2.082], [-2.799, -4.066, 1.700], [-2.426, -5.384, 2.051], [-1.586, -6.233, 1.196], [-1.227, -7.689, 1.577], [0.153, -8.015, 1.397], [0.966, -7.529, 2.438], [0.813, -8.119, 3.435], [-1.084, -5.776, -0.047], [-1.425, -4.421, -0.448], [-0.964, -3.898, -1.616], [-1.648, -2.398, -1.583], [-2.469, -2.377, -0.194], [-2.292, -3.572, 0.429], [-1.312, -0.762, 2.880], [-2.008, -1.231, 4.464], [-1.280, -2.491, 3.361], [-4.027, -1.171, 3.318], [-3.208, -1.170, 1.739], [-3.700, -3.637, 3.598], [-5.579, -4.317, 2.131], [-5.238, -2.900, 1.033], [-5.825, -2.597, 2.711], [-2.772, -5.819, 3.009], [-1.627, -7.922, 2.587], [-1.791, -8.342, 0.873], [-0.471, -6.420, -0.693], [2.703, -2.986, 0.856], [2.413, -1.472, 0.673], [2.506, -1.004, -0.791], [3.919, -0.819, -1.331], [4.732, 0.061, -0.384], [4.723, -0.482, 1.053], [3.336, -0.714, 1.568], [2.790, 0.459, 1.804], [5.578, -1.771, 1.054], [5.510, 0.461, 1.972], [0.923, -1.373, 1.037], [3.690, -3.216, 1.243], [2.036, -3.424, 1.602], [2.567, -3.537, -0.074], [2.000, -0.035, -0.884], [1.952, -1.689, -1.439], [4.396, -1.791, -1.483], [3.875, -0.346, -2.315], [5.758, 0.132, -0.754], [4.331, 1.080, -0.408], [5.571, -2.247, 2.037], [6.618, -1.534, 0.818], [5.275, -2.502, 0.308], [5.109, 1.476, 1.977], [6.548, 0.541, 1.648], [5.518, 0.092, 3.000], [0.740, -1.625, 2.082], [0.352, -2.077, 0.427], [0.503, -0.384, 0.845], [3.824, 5.589, 0.450], [4.954, 5.136, -0.512], [6.034, 4.276, 0.171], [7.037, 5.042, 1.024], [7.632, 6.199, 0.223], [6.546, 7.113, -0.357], [5.527, 6.354, -1.154], [6.090, 5.982, -2.283], [5.917, 7.880, 0.829], [7.192, 8.223, -1.196], [4.214, 4.178, -1.459], [3.894, 6.619, 0.780], [2.851, 5.554, -0.046], [3.767, 4.953, 1.334], [6.608, 3.751, -0.600], [5.565, 3.494, 0.774], [6.561, 5.394, 1.943], [7.839, 4.369, 1.337], [8.302, 6.775, 0.866], [8.257, 5.796, -0.581], [5.091, 8.513, 0.494], [6.659, 8.536, 1.289], [5.564, 7.239, 1.633], [7.801, 7.832, -2.011], [7.853, 8.834, -0.579], [6.433, 8.883, -1.619], [3.455, 4.692, -2.051], [3.704, 3.409, -0.872], [4.884, 3.654, -2.143], [-5.863, -0.964, -3.904], [-6.304, -1.498, -2.516], [-7.679, -2.192, -2.535], [-8.882, -1.258, -2.581], [-8.773, -0.207, -1.479], [-7.444, 0.555, -1.541], [-6.260, -0.364, -1.549], [-6.134, -0.873, -0.343], [-7.498, 1.460, -2.794], [-7.362, 1.557, -0.383], [-5.287, -2.620, -2.251], [-5.978, 0.105, -4.037], [-4.793, -1.120, -4.061], [-6.392, -1.465, -4.715], [-7.781, -2.798, -1.628], [-7.731, -2.898, -3.368], [-8.965, -0.795, -3.569], [-9.799, -1.836, -2.441], [-9.610, 0.491, -1.563], [-8.885, -0.695, -0.504], [-6.555, 1.994, -2.934], [-8.280, 2.214, -2.681], [-7.742, 0.931, -3.712], [-7.452, 1.078, 0.593], [-8.172, 2.285, -0.448], [-6.420, 2.108, -0.410], [-4.271, -2.234, -2.154], [-5.291, -3.322, -3.089], [-5.519, -3.202, -1.357]],
  "lowdin_spin": [0.0001, 0.0001, 0.0000, -0.0004, 0.0000, 0.0000, 0.0000, 0.0000, 0.0000, 0.0000, 0.0000, 0.0000, 0.0000, 0.0000, 0.0000, 0.0000, 0.0000, 0.0000, 0.0000, 0.0000, 0.0000, 0.0002, 0.0000, 0.0000, -0.0005, 0.0000, 0.0000, 0.0000, 0.0000, 0.0000, 0.0017, 0.0255, 0.0147, 0.0008, 0.0135, 0.0261, 0.3410, 0.5684, 0.0008, -0.0005, -0.0007, 0.0009, 0.0002, -0.0003, 0.0026, 0.0011, 0.0003, 0.0008, 0.0010, 0.0028, 0.0010, -0.0004, 0.0000, -0.0007, -0.0003, 0.0002, 0.0002, -0.0003, -0.0005, 0.0017, 0.0254, 0.0146, 0.0008, 0.0134, 0.0260, 0.3402, 0.5697, 0.0008, -0.0006, -0.0007, 0.0009, 0.0002, -0.0003, 0.0026, 0.0010, 0.0003, 0.0008, 0.0010, 0.0028, 0.0010, -0.0004, 0.0000, -0.0008, -0.0003, 0.0002, 0.0003, -0.0002, -0.0005, 0.0016, 0.0254, 0.0147, 0.0008, 0.0135, 0.0261, 0.3409, 0.5690, 0.0008, -0.0005, -0.0006, 0.0009, 0.0002, -0.0003, 0.0026, 0.0011, 0.0003, 0.0008, 0.0010, 0.0028, 0.0010, -0.0004, 0.0000, -0.0007, -0.0003, 0.0002, 0.0002, -0.0003, -0.0004]
}

=====

5.
{
  "formula": "C8H11IN2O7P2S2Se3TcTe",
  "method": "ωB97M-V/def2-TZVPD",
  "s_squared": 3.809,
  "de_lowest_kj_mol": 76.04,
  "lumo_energy_ev": [-1.837, -2.393],
  "multiplicity": 4,
  "species": ["Tc", "O", "P", "O", "O", "O", "P", "O", "O", "O", "H", "H", "Se", "Se", "Te", "Se", "I", "C", "C", "C", "C", "C", "N", "H", "H", "H", "H", "S", "C", "N", "C", "C", "S", "H", "H", "H", "H", "H"],
  "xyz": [[0.933, -0.467, -0.176], [2.311, 0.029, 3.760], [2.160, 0.572, 2.291], [2.923, 1.787, 2.036], [2.305, -0.626, 1.315], [0.537, 0.868, 2.125], [-0.720, -0.188, 2.256], [-0.324, -1.040, 3.544], [-1.979, 0.543, 2.387], [-0.480, -1.119, 1.040], [1.725, -0.715, 3.962], [-1.081, -1.119, 4.140], [1.460, -2.553, -1.182], [-1.541, -3.552, -3.572], [0.135, -1.929, -3.309], [-0.734, 0.040, -1.935], [0.723, 3.035, -0.495], [2.447, 2.076, -1.151], [3.503, 2.866, -1.572], [4.691, 2.255, -1.927], [4.789, 0.876, -1.844], [3.692, 0.160, -1.420], [2.526, 0.742, -1.093], [3.388, 3.939, -1.592], [5.533, 2.853, -2.250], [5.701, 0.353, -2.093], [3.721, -0.915, -1.324], [-3.212, -3.032, 1.719], [-3.881, -1.967, 0.654], [-4.075, -0.655, 0.852], [-4.415, 0.147, -0.308], [-5.112, -0.789, -1.290], [-4.418, -2.435, -0.945], [-3.558, -0.240, 1.621], [-3.511, 0.567, -0.758], [-5.068, 0.968, -0.011], [-4.905, -0.522, -2.324], [-6.189, -0.810, -1.132]],
  "lowdin_spin": [2.4851, 0.0014, 0.0072, 0.0024, 0.0807, 0.0053, 0.0081, 0.0021, 0.0009, 0.0821, 0.0001, 0.0001, 0.0473, 0.1048, 0.0886, 0.0405, 0.0106, 0.0051, -0.0016, 0.0055, 0.0000, 0.0075, 0.0038, -0.0001, 0.0003, 0.0001, 0.0036, 0.0014, 0.0010, 0.0004, 0.0015, 0.0002, 0.0023, 0.0000, 0.0016, 0.0001, 0.0000, 0.0000]
}

=====

6.
{
  "formula": "C15H60N30O15",
  "method": "ωB97M-V/def2-TZVPD",
  "de_lowest_kj_mol": 1093.98,
  "lumo_energy_ev": -0.257,
  "species": ["C", "O", "N", "N", "H", "H", "H", "H", "C", "O", "N", "N", "H", "H", "H", "H", "C", "O", "N", "N", "H", "H", "H", "H", "C", "O", "N", "N", "H", "H", "H", "H", "C", "O", "N", "N", "H", "H", "H", "H", "C", "O", "N", "N", "H", "H", "H", "H", "C", "O", "N", "N", "H", "H", "H", "H", "C", "O", "N", "N", "H", "H", "H", "H", "C", "O", "N", "N", "H", "H", "H", "H", "C", "O", "N", "N", "H", "H", "H", "H", "C", "O", "N", "N", "H", "H", "H", "H", "C", "O", "N", "N", "H", "H", "H", "H", "C", "O", "N", "N", "H", "H", "H", "H", "C", "O", "N", "N", "H", "H", "H", "H", "C", "O", "N", "N", "H", "H", "H", "H"],
  "xyz": [[0.719, 4.809, -0.803], [0.080, 3.932, -0.222], [0.817, 5.070, -2.034], [1.558, 5.644, -0.206], [0.323, 4.519, -2.721], [1.346, 5.884, -2.313], [1.807, 5.498, 0.762], [1.904, 6.497, -0.623], [-5.188, -1.380, 5.023], [-4.031, -1.306, 4.703], [-6.111, -0.677, 4.502], [-5.664, -2.265, 5.756], [-7.034, -0.738, 4.906], [-5.685, 0.099, 4.014], [-6.569, -2.029, 6.138], [-5.192, -3.035, 6.207], [-2.619, -2.724, -2.456], [-2.784, -2.935, -3.624], [-3.607, -2.646, -1.597], [-1.424, -2.728, -1.911], [-4.571, -2.463, -1.837], [-3.391, -2.595, -0.612], [-1.482, -2.412, -0.954], [-0.580, -3.046, -2.365], [-2.942, 1.110, 0.707], [-3.788, 0.312, 0.386], [-2.740, 1.550, 1.978], [-2.035, 1.544, -0.152], [-3.543, 1.641, 2.583], [-2.098, 2.330, 1.975], [-1.286, 2.150, 0.151], [-1.990, 1.045, -1.029], [1.894, -2.392, -3.722], [1.174, -1.768, -2.930], [3.075, -2.136, -4.024], [1.465, -3.479, -4.320], [3.705, -1.811, -3.304], [3.464, -2.495, -4.884], [1.969, -4.115, -4.922], [0.496, -3.638, -4.085], [3.176, -6.177, -2.605], [2.163, -6.533, -1.959], [3.879, -5.082, -2.425], [3.757, -6.725, -3.630], [4.160, -4.642, -3.289], [3.729, -4.528, -1.594], [4.555, -6.475, -4.196], [3.262, -7.597, -3.753], [-5.611, 1.285, -2.673], [-6.115, 2.021, -3.465], [-6.274, 0.280, -2.272], [-4.395, 1.437, -2.108], [-5.817, -0.321, -1.601], [-7.151, 0.049, -2.716], [-4.150, 0.734, -1.426], [-3.849, 2.142, -2.582], [-0.981, 1.766, -3.731], [-2.145, 2.192, -3.902], [-0.424, 0.774, -4.420], [-0.335, 2.069, -2.623], [0.533, 0.619, -4.136], [-0.878, 0.253, -5.156], [-0.742, 2.668, -1.919], [0.565, 1.628, -2.498], [4.859, 2.156, -0.882], [5.983, 2.351, -1.324], [3.750, 2.111, -1.556], [4.577, 2.025, 0.344], [2.863, 1.901, -1.121], [3.696, 2.406, -2.520], [3.817, 1.367, 0.443], [5.373, 1.787, 0.918], [1.139, -0.010, 0.508], [2.281, 0.404, 0.503], [0.537, -0.455, -0.540], [0.374, -0.019, 1.523], [-0.368, -0.770, -0.221], [0.819, -0.830, -1.434], [0.679, 0.579, 2.277], [-0.410, -0.653, 1.582], [-3.036, 5.054, 1.379], [-4.058, 5.272, 1.962], [-2.866, 4.990, 0.129], [-1.850, 4.770, 1.862], [-1.993, 4.778, -0.332], [-3.689, 5.321, -0.354], [-1.081, 4.751, 1.207], [-1.673, 5.048, 2.817], [-2.006, -2.644, 2.059], [-1.493, -2.690, 0.958], [-2.763, -1.639, 2.338], [-1.716, -3.488, 3.043], [-3.431, -1.623, 3.096], [-2.911, -0.945, 1.620], [-2.211, -3.431, 3.921], [-1.003, -4.195, 2.934], [4.013, -1.374, 3.304], [4.125, -1.138, 4.474], [4.922, -1.019, 2.419], [3.092, -2.119, 2.749], [5.736, -0.468, 2.649], [4.598, -0.960, 1.464], [3.068, -2.502, 1.815], [2.606, -2.639, 3.465], [4.296, -2.536, -0.381], [3.280, -3.180, -0.223], [4.443, -1.233, -0.544], [5.410, -3.195, -0.457], [3.632, -0.636, -0.468], [5.429, -1.108, -0.723], [5.259, -4.194, -0.462], [6.346, -2.838, -0.584], [0.487, 3.701, 3.924], [-0.111, 4.716, 3.781], [0.233, 2.782, 4.750], [1.739, 3.479, 3.618], [-0.631, 2.809, 5.272], [1.152, 2.413, 4.946], [2.135, 4.303, 3.190], [2.194, 2.600, 3.419]],
  "lowdin_charge": [-0.7361, -0.0082, 0.1946, 0.1691, 0.1176, 0.1310, 0.1126, 0.1162, -0.8482, 0.0347, 0.1949, 0.1929, 0.1269, 0.1350, 0.1220, 0.1401, -0.7892, 0.0268, 0.1798, 0.1827, 0.1072, 0.0831, 0.0425, 0.0853, -0.7162, 0.0063, 0.1925, 0.1996, 0.1145, 0.0700, 0.0728, 0.0988, -0.7628, -0.0031, 0.1880, 0.2024, 0.1205, 0.1275, 0.1194, 0.1175, -0.7387, 0.0298, 0.1407, 0.1414, 0.0924, 0.0529, 0.1197, 0.1196, -0.8062, 0.0406, 0.1665, 0.1750, 0.0928, 0.1258, 0.0393, 0.0785, -0.6939, -0.0039, 0.1855, 0.1547, 0.0860, 0.1295, 0.0683, 0.0942, -0.8357, 0.0207, 0.1725, 0.1681, 0.0837, 0.1175, 0.0411, 0.1182, -0.7668, -0.0239, 0.2281, 0.2206, 0.0772, 0.0623, 0.1233, 0.0946, -0.8284, 0.0618, 0.1739, 0.1420, 0.0873, 0.1331, 0.0592, 0.0804, -0.7475, -0.0026, 0.1995, 0.1872, 0.0577, 0.0609, 0.1033, 0.1169, -0.7939, 0.0429, 0.1667, 0.1882, 0.1136, 0.0420, 0.0777, 0.1193, -0.7934, 0.0309, 0.1832, 0.1779, 0.0782, 0.1263, 0.1154, 0.1233, -0.8172, 0.0650, 0.1792, 0.1446, 0.1390, 0.1227, 0.1143, 0.1164]
}

=====

Number 1: DFT total energy -643.03426 a.u.. Number 2: DFT total energy -1066.55132 a.u.. Number 3: DFT total energy -954.03274 a.u.. Number 4: DFT total energy -2590.70094 a.u.. Number 5: DFT total energy -10277.88419 a.u.. Number 6: DFT total energy -3379.14485 a.u..